[1]
Computed, not measured: C29H32FeN5O2STe as an isolated structure at a distorted geometry, with ωB97M-V with the def2-TZVPD basis set.

Last column: Löwdin spin population.
Cartesian coordinates (Å):
Fe: 0.04 0.43 0.93  0.881
C: 1.57 1.37 -3.12  0.001
N: 1.53 1.51 -1.67  0.007
C: 1.36 2.94 -1.34  0.002
C: 2.73 1.01 -1.03  0.000
C: 3.95 1.59 -1.37  0.000
C: 5.13 1.25 -0.73  -0.001
C: 5.07 0.34 0.31  0.000
C: 3.88 -0.28 0.63  -0.001
C: 2.68 -0.02 -0.06  0.001
N: 1.51 -0.71 0.24  -0.014
C: 1.57 -1.96 0.82  -0.001
C: 2.61 -2.89 0.59  0.000
C: 2.69 -4.07 1.29  0.000
C: 1.73 -4.40 2.24  0.000
C: 0.63 -3.57 2.38  0.000
C: 0.52 -2.39 1.66  0.000
N: -0.72 -1.64 1.63  0.011
C: -1.34 -1.42 2.93  -0.001
C: -1.65 -2.35 0.74  0.002
H: 2.27 2.07 -3.59  0.000
H: 0.58 1.55 -3.53  0.000
H: 1.88 0.35 -3.38  0.000
H: 2.19 3.55 -1.73  0.000
H: 1.32 3.06 -0.26  0.002
H: 0.43 3.31 -1.77  0.000
H: 3.98 2.34 -2.14  0.000
H: 6.06 1.72 -1.02  0.000
H: 5.96 0.11 0.89  0.000
H: 3.85 -0.96 1.47  0.000
H: 3.36 -2.64 -0.15  0.000
H: 3.52 -4.75 1.11  0.000
H: 1.82 -5.30 2.83  0.000
H: -0.16 -3.86 3.06  0.000
H: -1.72 -2.35 3.38  0.000
H: -2.19 -0.75 2.80  0.000
H: -0.63 -0.96 3.60  0.000
H: -2.11 -3.21 1.25  0.001
H: -1.12 -2.73 -0.12  0.000
H: -2.45 -1.68 0.41  0.000
O: -1.13 2.22 1.40  0.007
N: -1.30 2.71 2.60  0.002
C: -2.53 2.66 3.15  0.000
C: -2.80 3.26 4.35  0.001
C: -1.78 3.91 5.04  -0.001
C: -0.51 3.88 4.50  0.001
C: -0.27 3.27 3.28  0.001
S: 1.34 3.10 2.62  0.013
H: -3.26 2.14 2.56  0.000
H: -3.80 3.22 4.76  0.000
H: -1.98 4.41 5.98  0.000
H: 0.34 4.31 5.02  0.000
C: -0.92 -0.83 -2.45  0.000
Te: -1.52 0.77 -1.16  0.012
C: -3.51 0.11 -1.80  0.000
C: -3.29 -0.55 -3.14  0.000
C: -4.33 -0.71 -4.05  0.000
C: -4.10 -1.32 -5.27  0.000
C: -2.83 -1.77 -5.59  0.000
C: -1.79 -1.60 -4.69  0.000
C: -2.01 -1.00 -3.46  0.000
H: -0.79 -1.73 -1.86  0.000
H: 0.05 -0.60 -2.90  0.000
H: -4.17 0.98 -1.89  0.000
H: -3.97 -0.58 -1.09  0.001
H: -5.32 -0.35 -3.80  0.000
H: -4.92 -1.45 -5.97  0.000
H: -2.64 -2.24 -6.55  0.000
H: -0.79 -1.94 -4.95  0.000
O: 0.71 0.66 2.92  0.020
N: 1.49 1.44 2.28  0.053

Computed properties:
- spin multiplicity = 2
- LUMO (alpha / beta) (hartree) = -0.0106 / -0.0106
- expectation value of S² = 0.772
- frontier orbital gap (alpha / beta) (Ha) = 0.2200 / 0.2181



[2]
Computed, not measured: C29H32I2MgN5O2SSi as an isolated structure at a distorted geometry, with ωB97M-V with the def2-TZVPD basis set.

Last column: Löwdin charge in e.
Cartesian coordinates (Å):
Mg: -0.36 0.90 0.18  0.397
I: -1.20 8.04 1.45  0.741
C: -1.20 6.09 0.60  -0.726
C: -0.45 5.86 -0.54  -0.249
C: -0.42 4.58 -1.05  -0.605
I: 0.72 4.16 -2.77  0.898
C: -1.08 3.49 -0.45  -0.468
O: -0.98 2.30 -0.90  -0.150
C: -1.88 3.80 0.68  -0.163
C: -2.61 2.64 1.28  -0.145
N: -1.65 1.66 1.77  -0.101
C: -0.84 2.12 2.87  -0.154
C: 0.61 1.97 2.53  -0.249
C: 1.57 2.92 2.86  -0.002
C: 2.89 2.68 2.52  -0.050
C: 3.20 1.49 1.89  -0.037
C: 2.18 0.61 1.58  -0.132
N: 0.91 0.84 1.90  0.087
C: -1.91 5.07 1.21  -0.137
H: 0.10 6.66 -1.01  0.075
H: -3.18 2.14 0.49  0.137
H: -3.31 2.98 2.07  0.129
H: -2.13 0.80 2.02  0.034
H: -1.05 1.52 3.77  0.090
H: -1.06 3.17 3.11  0.122
H: 1.28 3.84 3.35  0.115
H: 3.66 3.41 2.73  0.107
H: 4.22 1.25 1.60  0.103
H: 2.38 -0.30 1.05  0.087
H: -2.49 5.26 2.10  0.095
N: -4.16 -5.67 -5.91  0.137
C: -3.77 -4.95 -5.10  -0.215
C: -3.29 -4.09 -4.09  -0.254
C: -4.01 -3.96 -2.90  -0.033
C: -3.53 -3.14 -1.90  -0.023
C: -2.33 -2.43 -2.07  -0.241
C: -1.63 -2.56 -3.28  -0.010
C: -2.10 -3.38 -4.27  -0.024
C: -1.83 -1.56 -1.08  -0.135
C: -1.45 -0.79 -0.22  -0.001
H: -4.94 -4.49 -2.77  0.113
H: -4.07 -3.02 -0.97  0.117
H: -0.72 -1.99 -3.41  0.099
H: -1.56 -3.48 -5.20  0.117
S: -1.81 -1.16 3.61  0.622
C: -0.55 -2.10 3.05  -0.885
N: 0.49 -2.31 3.88  -0.004
C: 1.79 -2.78 3.45  -0.185
C: 1.83 -3.01 1.94  -0.157
C: 0.50 -3.60 1.48  -0.162
N: -0.60 -2.75 1.88  0.022
H: 0.46 -1.76 4.73  0.104
H: 2.03 -3.71 3.98  0.112
H: 2.55 -2.03 3.72  0.116
H: 2.65 -3.68 1.69  0.117
H: 1.96 -2.07 1.41  0.080
H: 0.37 -4.60 1.91  0.122
H: 0.48 -3.69 0.39  0.111
H: -1.18 -2.33 1.15  0.062
C: 2.25 -2.00 -1.80  -0.165
Si: 1.99 -0.09 -2.01  0.264
C: 1.14 0.19 -3.71  -0.174
C: 3.77 0.63 -2.07  -0.170
O: 1.18 0.46 -0.79  -0.388
H: 2.50 -2.48 -2.74  0.010
H: 1.34 -2.46 -1.43  -0.005
H: 3.05 -2.22 -1.10  0.008
H: 1.25 -0.67 -4.36  0.008
H: 1.54 1.05 -4.24  -0.001
H: 0.09 0.38 -3.54  0.019
H: 4.38 0.16 -2.84  0.011
H: 4.29 0.49 -1.12  0.001
H: 3.75 1.70 -2.27  0.007

Computed properties:
- charge = -1
- LUMO (hartree) = 0.0770
- frontier orbital gap (Ha) = 0.2655



[3]
Computed, not measured: C29H32IrN8S as an isolated structure at a distorted geometry, with ωB97M-V with the def2-TZVPD basis set.

Last column: Löwdin spin population.
Cartesian coordinates (Å):
Ir: -0.35 0.22 0.30  0.000
C: 0.50 0.39 -2.98  0.000
C: -0.60 -0.59 -3.37  0.000
C: -1.89 -0.48 -2.61  0.000
C: -3.10 -0.37 -3.31  0.000
C: -4.30 -0.46 -2.64  0.000
C: -4.28 -0.72 -1.27  0.000
C: -3.06 -0.77 -0.63  0.000
N: -1.90 -0.59 -1.28  0.000
N: 1.17 0.08 -1.71  0.000
C: 2.16 1.12 -1.41  0.000
C: 2.77 0.95 -0.05  0.000
C: 4.08 1.35 0.23  0.000
C: 4.59 1.13 1.49  0.000
C: 3.80 0.49 2.44  0.000
C: 2.51 0.13 2.09  0.000
N: 2.01 0.38 0.88  0.000
C: 1.79 -1.26 -1.74  0.000
C: 1.09 -2.31 -0.92  0.000
C: 1.25 -3.66 -1.21  0.000
C: 0.76 -4.61 -0.34  0.000
C: 0.11 -4.20 0.82  0.000
C: -0.05 -2.84 1.02  0.000
N: 0.42 -1.93 0.17  0.000
H: 0.08 1.40 -2.92  0.000
H: 1.25 0.38 -3.78  0.000
H: -0.26 -1.62 -3.24  0.000
H: -0.81 -0.47 -4.43  0.000
H: -3.08 -0.24 -4.39  0.000
H: -5.23 -0.36 -3.17  0.000
H: -5.19 -0.88 -0.71  0.000
H: -3.00 -1.01 0.42  0.000
H: 1.66 2.10 -1.45  0.000
H: 2.96 1.14 -2.17  0.000
H: 4.67 1.83 -0.53  0.000
H: 5.60 1.42 1.73  0.000
H: 4.18 0.28 3.43  0.000
H: 1.87 -0.37 2.80  0.000
H: 2.80 -1.19 -1.33  0.000
H: 1.90 -1.61 -2.77  0.000
H: 1.79 -3.96 -2.10  0.000
H: 0.90 -5.67 -0.54  0.000
H: -0.26 -4.90 1.54  0.000
H: -0.55 -2.47 1.90  0.000
N: -6.22 0.95 5.12  0.006
C: -5.64 1.86 4.35  0.094
S: -6.18 3.44 4.30  0.830
C: -4.46 1.49 3.52  0.029
C: -4.32 1.96 2.22  0.018
C: -3.21 1.60 1.48  0.003
N: -2.24 0.79 1.94  0.004
C: -2.37 0.35 3.19  0.000
C: -3.44 0.66 4.01  0.004
H: -7.03 1.19 5.68  0.005
H: -5.91 -0.01 5.16  0.002
H: -5.08 2.59 1.78  0.004
H: -3.09 1.97 0.47  0.000
H: -1.59 -0.30 3.56  0.000
H: -3.46 0.28 5.02  0.000
C: -0.49 3.76 -1.22  0.000
C: -0.08 3.57 0.18  0.000
N: -0.06 2.41 0.85  0.000
C: 0.32 2.70 2.13  0.000
C: 0.55 4.05 2.23  0.000
N: 0.29 4.57 1.00  0.000
H: -0.85 2.82 -1.63  0.000
H: 0.34 4.13 -1.83  0.000
H: -1.28 4.51 -1.29  0.000
H: 0.38 1.96 2.90  0.000
H: 0.85 4.64 3.07  0.000
H: 0.37 5.54 0.76  0.000

Computed properties:
- spin multiplicity = 2
- charge = +4
- LUMO (alpha / beta) (hartree) = -0.4630 / -0.5053
- expectation value of S² = 0.755
- frontier orbital gap (alpha / beta) (Ha) = 0.2462 / 0.2039



[4]
Computed, not measured: C29H32N2O6PdTe2 as an isolated structure, with ωB97M-V with the def2-TZVPD basis set.

Last column: Löwdin spin population.
Cartesian coordinates (Å):
Pd: -1.42 1.45 0.07  0.004
O: -4.67 2.17 1.25  0.015
C: -5.56 2.10 0.16  0.000
C: -5.23 1.01 -0.86  0.000
N: -3.90 1.11 -1.43  0.000
C: -3.72 2.36 -2.16  0.000
C: -3.12 3.50 -1.34  0.000
O: -3.61 4.62 -1.45  0.001
O: -2.06 3.23 -0.66  0.010
C: -3.59 -0.04 -2.25  0.000
C: -2.12 -0.07 -2.70  0.000
O: -1.85 -0.53 -3.80  0.000
O: -1.25 0.35 -1.84  -0.004
H: -4.63 1.33 1.73  0.001
H: -5.51 3.08 -0.31  0.000
H: -6.60 1.94 0.49  0.000
H: -6.01 1.06 -1.64  0.000
H: -5.32 0.02 -0.39  0.000
H: -4.65 2.70 -2.63  0.000
H: -2.99 2.18 -2.96  0.000
H: -4.21 -0.11 -3.16  0.000
H: -3.76 -0.95 -1.67  0.000
C: 6.98 -2.95 -1.07  0.000
C: 5.62 -2.33 -0.90  0.000
C: 5.36 -1.03 -1.31  0.000
C: 4.11 -0.44 -1.17  0.000
C: 4.02 0.98 -1.70  0.000
C: 3.07 -1.18 -0.56  -0.001
Te: 1.24 0.03 -0.65  0.003
N: -0.34 -0.19 0.62  0.035
C: -0.80 -1.41 0.32  0.001
O: -0.17 -2.14 -0.47  0.001
C: -2.02 -1.94 0.99  0.001
C: -1.96 -3.22 1.53  0.000
C: -3.06 -3.76 2.18  0.000
C: -4.23 -3.02 2.29  0.000
C: -4.30 -1.75 1.74  0.000
C: -3.19 -1.20 1.10  0.000
C: 2.12 1.25 0.88  0.007
C: 2.68 0.59 1.97  0.005
C: 3.15 1.31 3.05  0.002
C: 3.05 2.70 3.04  0.001
C: 2.49 3.34 1.96  0.000
C: 2.01 2.64 0.86  0.002
C: 1.45 3.41 -0.31  0.000
C: 3.31 -2.49 -0.15  0.000
C: 2.32 -3.41 0.52  0.000
C: 4.58 -3.03 -0.33  0.000
H: 7.68 -2.25 -1.53  0.000
H: 6.93 -3.84 -1.70  0.000
H: 7.39 -3.25 -0.11  0.000
H: 6.15 -0.45 -1.78  0.000
H: 4.82 1.13 -2.42  0.000
H: 4.13 1.71 -0.90  0.000
H: 3.08 1.20 -2.22  0.000
H: -1.05 -3.79 1.42  0.000
H: -3.00 -4.75 2.61  0.000
H: -5.09 -3.43 2.80  0.000
H: -5.21 -1.18 1.81  0.000
H: -3.23 -0.20 0.68  0.000
H: 2.76 -0.49 1.97  0.000
H: 3.58 0.79 3.90  0.000
H: 3.40 3.27 3.89  0.000
H: 2.40 4.42 1.96  0.000
H: 0.91 4.29 0.04  0.000
H: 0.73 2.83 -0.90  0.000
H: 2.26 3.73 -0.97  0.000
H: 1.40 -2.93 0.80  0.000
H: 2.79 -3.83 1.42  0.000
H: 2.08 -4.25 -0.14  0.000
H: 4.75 -4.05 0.01  0.000
Te: -1.35 2.05 2.53  0.917

Computed properties:
- spin multiplicity = 2
- charge = -1
- LUMO (alpha / beta) (hartree) = 0.0776 / 0.0698
- expectation value of S² = 0.756
- frontier orbital gap (alpha / beta) (Ha) = 0.2422 / 0.2238